DFT (wB97M-V/def2-TZVPD) results for 12 unconnected molecules or ions with the total composition C38H107N7O12 in a non-equilibrium geometry.

Kohn-Sham gap	9.41	eV
ΔE to the lowest compared entry with this formula, charge and spin	37.1	kcal per mole
largest force on an atom	2.312	eV/A
HOMO level	-8.995	eV
structure (SMILES)	COC[C@H](C)N.COC[C@H](C)N.COC[C@H](C)N.COC[C@H](C)N.COC[C@H](C)N.COC[C@H](C)N.COC[C@H](C)N.CCO.CCO.CCO.CCO.CCO
LUMO	0.419	eV

XYZ file:
```
164
Properties=species:S:1:pos:R:3:forces:R:3:lowdin_charge:R:1
C -2.160 -7.181 -3.491 0.10 -0.48 0.04 -0.1313
O -2.011 -5.866 -3.932 0.68 0.64 0.46 -0.2047
C -3.127 -5.385 -4.677 0.90 -1.75 0.00 -0.2021
C -2.689 -4.127 -5.401 -1.21 1.68 0.87 -0.4007
C -2.447 -2.939 -4.463 0.20 -0.46 0.84 -0.0766
N -3.796 -3.708 -6.284 0.03 -0.32 -1.00 0.0258
H -1.955 -7.903 -4.292 -0.57 0.04 -0.23 0.0903
H -3.150 -7.316 -3.043 -0.04 -0.30 -0.12 0.0887
H -1.413 -7.462 -2.746 0.04 0.62 0.19 0.0768
H -3.355 -6.204 -5.373 -0.22 0.46 -0.49 0.1223
H -3.987 -5.370 -3.995 -0.13 0.86 -0.13 0.1296
H -1.731 -4.302 -5.888 -0.40 -0.38 -0.67 0.1430
H -1.620 -3.092 -3.763 0.00 -0.06 -0.03 0.0667
H -3.358 -2.802 -3.874 0.04 0.21 0.08 0.0697
H -2.257 -2.025 -5.025 0.01 -0.05 -0.13 0.0626
H -4.590 -3.348 -5.764 0.10 -0.43 0.48 0.0696
H -3.564 -2.890 -6.838 0.51 -0.23 -0.13 0.0695
C -4.322 2.937 -0.386 0.27 -0.70 -0.65 -0.0958
O -3.690 4.078 0.150 -0.33 0.21 0.13 -0.2499
C -4.471 4.679 1.180 -0.53 -0.01 0.09 -0.1898
C -3.732 5.898 1.762 -0.18 -0.34 -0.59 -0.4353
C -4.599 6.718 2.704 -0.53 -0.51 -0.26 -0.0602
N -3.255 6.714 0.640 0.32 -0.04 0.10 0.0442
H -4.358 2.109 0.329 -0.32 0.17 0.23 0.0975
H -3.719 2.554 -1.212 0.16 0.24 0.03 0.0663
H -5.303 3.130 -0.827 -0.15 0.21 0.38 0.1017
H -5.425 5.033 0.766 0.01 0.08 -0.26 0.1293
H -4.763 3.880 1.872 0.31 0.22 0.49 0.1273
H -2.867 5.539 2.325 0.11 -0.01 -0.08 0.1216
H -4.002 7.436 3.259 -0.07 0.01 0.05 0.0809
H -5.152 6.052 3.370 0.31 0.05 0.32 0.0800
H -5.395 7.233 2.160 0.20 0.20 -0.16 0.0785
H -3.980 7.311 0.259 -0.16 -0.01 0.24 0.0719
H -3.010 6.075 -0.109 0.21 0.16 -0.06 0.0569
C 3.668 -0.393 0.325 0.48 0.02 0.25 -0.0943
O 3.822 0.906 0.883 0.42 -0.59 -0.32 -0.1872
C 3.109 0.983 2.099 -0.49 1.13 0.03 -0.2156
C 3.390 2.343 2.760 0.02 0.10 0.83 -0.3923
C 4.832 2.446 3.313 -0.41 -0.10 -0.84 -0.0432
N 2.525 2.603 3.922 -0.51 -1.27 0.35 0.0512
H 2.609 -0.559 0.122 0.03 -0.47 0.07 0.0687
H 4.124 -1.118 1.008 -0.59 -0.24 0.25 0.0965
H 4.242 -0.562 -0.589 -0.10 0.80 -0.22 0.0768
H 2.030 0.967 1.883 -0.10 -0.13 -0.02 0.1003
H 3.290 0.146 2.782 0.45 -0.04 -0.03 0.1150
H 3.111 3.113 2.037 0.54 0.07 -0.23 0.1331
H 4.954 1.591 3.982 0.20 0.02 0.08 0.0625
H 4.989 3.367 3.870 -0.20 0.01 0.05 0.0773
H 5.598 2.393 2.538 -0.07 -0.14 -0.06 0.0719
H 1.536 2.445 3.693 0.57 0.65 -0.46 0.0354
H 2.642 1.801 4.553 0.39 0.49 -0.05 0.0294
C 1.085 1.473 -5.594 0.06 0.26 -0.63 -0.0907
O -0.256 1.909 -5.563 -0.31 -0.22 -0.44 -0.1885
C -1.040 1.310 -4.550 0.57 0.41 0.15 -0.1949
C -2.486 1.717 -4.679 -2.01 1.01 -0.52 -0.4262
C -3.387 0.921 -3.740 0.73 -0.37 0.45 -0.0515
N -2.971 1.597 -6.069 1.02 -0.95 -0.44 0.0310
H 1.247 0.412 -5.815 -0.58 -0.25 0.41 0.0819
H 1.602 1.742 -4.672 0.23 0.01 -0.16 0.0661
H 1.510 1.946 -6.479 0.26 0.41 0.31 0.0937
H -0.909 0.222 -4.591 -0.23 -0.08 0.04 0.1283
H -0.646 1.686 -3.597 -0.24 -0.31 0.28 0.1135
H -2.679 2.787 -4.515 0.93 0.04 1.00 0.1342
H -4.452 1.132 -3.817 0.05 0.09 -0.40 0.0831
H -3.125 1.082 -2.691 0.16 0.05 -0.05 0.0442
H -3.196 -0.139 -3.923 -0.34 -0.07 -0.04 0.0606
H -2.209 1.975 -6.628 -0.27 -0.10 -0.30 0.0605
H -3.778 2.180 -6.237 -0.06 0.03 0.20 0.0671
C -0.830 1.529 4.059 0.56 0.15 0.19 -0.0765
O -0.162 2.299 3.066 -1.14 -0.57 -0.21 -0.2282
C -1.007 2.394 1.928 1.09 -0.09 -0.42 -0.1799
C -0.211 3.053 0.795 -1.35 0.74 -0.03 -0.3802
C -0.005 4.534 1.021 0.54 0.69 0.60 -0.0429
N -1.031 2.909 -0.428 0.08 -0.55 -0.37 0.0577
H -0.093 1.316 4.835 -0.13 0.11 0.13 0.0805
H -1.179 0.570 3.665 -0.07 0.04 -0.14 0.0913
H -1.673 2.095 4.463 -0.04 -0.10 0.10 0.0957
H -1.266 1.389 1.577 -0.23 -0.05 0.17 0.1134
H -1.919 2.940 2.194 -0.05 0.13 -0.22 0.1297
H 0.731 2.514 0.674 0.03 0.02 -0.01 0.1223
H 0.550 4.995 0.200 0.10 -0.13 -0.02 0.0819
H 0.522 4.783 1.947 0.12 -0.22 -0.04 0.0873
H -0.955 5.070 1.074 -0.16 -0.21 -0.06 0.0607
H -1.977 3.253 -0.249 0.36 -0.08 0.30 0.0427
H -0.695 3.566 -1.126 0.24 -0.20 -0.10 0.0877
C 1.771 -1.121 4.925 -0.20 0.32 -1.27 -0.1030
O 2.338 0.077 5.445 -0.38 -1.00 1.02 -0.2193
C 2.554 -0.150 6.836 -0.08 1.53 1.30 -0.2000
C 3.368 0.972 7.536 0.57 -0.46 -0.88 -0.4232
C 2.783 2.351 7.347 -1.02 0.46 -1.04 -0.0660
N 4.753 1.009 7.059 0.07 -0.01 -0.38 0.0408
H 0.772 -1.398 5.278 0.17 0.23 0.81 0.0910
H 2.468 -1.947 5.065 -0.10 -0.15 -0.07 0.0945
H 1.572 -0.955 3.863 0.47 -0.01 -0.09 0.0747
H 1.617 -0.106 7.406 -0.37 -0.58 -0.41 0.1256
H 3.046 -1.111 7.003 0.01 -0.08 -0.06 0.1194
H 3.383 0.740 8.606 -0.11 -0.21 -0.05 0.1335
H 3.141 3.095 8.054 -0.12 -0.18 0.21 0.0807
H 1.690 2.320 7.277 -0.06 -0.03 0.87 0.0819
H 2.945 2.771 6.347 0.71 -0.23 0.06 0.0534
H 5.115 0.065 6.955 0.05 0.00 0.25 0.0690
H 4.687 1.349 6.103 0.29 0.16 0.07 0.0395
C 2.169 1.712 -2.132 -0.35 0.20 0.29 -0.1230
O 3.307 1.261 -2.820 0.39 -0.17 -0.06 -0.1859
C 4.479 1.990 -2.481 -0.24 1.10 -1.12 -0.1996
C 5.602 1.823 -3.494 1.60 -0.81 0.23 -0.4275
C 5.920 0.369 -3.808 -0.94 -0.59 -0.26 -0.0618
N 6.839 2.436 -2.984 0.08 0.61 0.15 0.0228
H 2.168 1.367 -1.095 0.05 0.17 0.10 0.0708
H 1.255 1.355 -2.607 0.23 -0.37 -0.14 0.0500
H 2.082 2.804 -2.161 0.22 0.09 0.15 0.0989
H 4.262 3.056 -2.634 -0.34 0.17 0.71 0.1240
H 4.855 1.846 -1.466 -0.25 -0.38 0.13 0.1235
H 5.421 2.379 -4.415 -0.53 -0.19 -0.04 0.1362
H 5.801 -0.249 -2.914 0.30 0.08 0.13 0.0663
H 6.892 0.182 -4.260 0.12 0.36 0.14 0.0789
H 5.180 -0.037 -4.504 -0.04 0.08 -0.01 0.0736
H 6.659 3.335 -2.548 -0.01 0.03 -0.13 0.0680
H 7.353 1.896 -2.298 -0.31 -0.35 -0.03 0.0705
C -2.901 -3.636 4.970 0.62 -0.81 0.07 -0.0781
C -2.284 -4.440 3.830 0.04 0.36 -0.38 -0.3472
O -1.212 -5.236 4.299 -0.19 -0.04 0.34 -0.0891
H -3.175 -4.371 5.730 -0.12 0.13 0.11 0.0752
H -3.802 -3.104 4.672 0.11 0.14 -0.12 0.0694
H -2.155 -2.981 5.419 -0.13 0.21 -0.06 0.0645
H -1.874 -3.810 3.032 -0.34 0.34 0.01 0.0857
H -3.088 -5.034 3.376 0.11 -0.24 -0.03 0.1090
H -0.783 -5.623 3.516 -0.13 -0.07 0.11 0.0366
C -3.780 -2.967 0.589 0.78 0.30 0.13 -0.0848
C -3.986 -2.222 -0.724 -1.25 0.02 0.76 -0.3079
O -4.425 -0.900 -0.445 -0.02 0.50 -0.15 -0.0970
H -3.387 -3.975 0.438 -0.12 -0.05 0.02 0.0648
H -4.666 -2.991 1.222 -0.24 -0.11 -0.34 0.0770
H -3.050 -2.406 1.181 0.17 -0.13 -0.03 0.0523
H -4.865 -2.640 -1.219 0.30 -0.29 -0.33 0.1107
H -3.123 -2.279 -1.387 0.06 0.15 0.04 0.0870
H -3.684 -0.299 -0.290 0.35 -0.39 -0.15 0.0415
C 2.023 -1.775 -3.532 -0.84 0.12 0.54 -0.0675
C 3.276 -2.508 -3.140 0.62 -0.67 -1.09 -0.3054
O 3.080 -3.534 -2.162 -0.28 0.70 0.41 -0.0795
H 1.658 -1.152 -2.712 0.23 0.09 -0.01 0.0461
H 1.168 -2.409 -3.779 0.28 -0.38 -0.09 0.0768
H 2.192 -1.124 -4.388 0.24 0.01 0.05 0.0636
H 4.046 -1.780 -2.867 -0.12 -0.03 0.40 0.0841
H 3.684 -3.040 -4.009 -0.07 0.29 -0.25 0.1127
H 3.927 -3.658 -1.726 -0.05 -0.14 0.07 0.0806
C -0.067 -1.398 0.486 -0.23 -1.02 -0.74 -0.0575
C -0.622 -0.878 -0.860 1.69 -0.09 0.69 -0.2898
O -1.652 0.065 -0.720 -0.36 -0.32 -0.01 -0.1061
H 0.600 -2.245 0.282 0.39 0.30 -0.26 0.0607
H -0.842 -1.929 1.043 -0.24 0.66 0.34 0.0527
H 0.499 -0.670 1.065 -0.35 0.13 0.15 0.0513
H -0.854 -1.752 -1.472 -0.74 0.20 -0.04 0.1024
H 0.212 -0.401 -1.389 0.00 -0.02 -0.03 0.0776
H -1.232 0.943 -0.678 -0.31 0.42 -0.07 0.0323
C 0.934 -5.414 -0.136 0.51 1.68 -0.28 -0.0627
C 0.004 -4.995 1.005 -1.30 -0.72 -1.45 -0.3035
O -0.345 -6.120 1.785 0.29 -0.50 1.24 -0.0937
H 1.123 -4.528 -0.756 0.03 0.02 0.04 0.0499
H 0.537 -6.127 -0.858 -0.36 -0.26 0.47 0.0718
H 1.932 -5.724 0.175 -0.18 -0.25 0.32 0.0783
H -0.963 -4.660 0.594 0.37 0.39 -0.35 0.1016
H 0.300 -4.171 1.655 0.65 -0.37 0.02 0.1070
H -0.947 -6.683 1.294 0.03 0.01 -0.10 0.1025
```
Positions in Å, forces in eV/Å.